Record 1
{"formula": "C33H58AlBNO15", "method": "ωB97M-V/def2-TZVPD", "symbols": ["Al", "O", "O", "O", "O", "O", "O", "O", "O", "O", "O", "O", "O", "O", "O", "O", "N", "C", "C", "C", "C", "C", "C", "C", "C", "C", "C", "C", "C", "C", "C", "C", "C", "C", "C", "C", "C", "C", "C", "C", "C", "C", "C", "C", "C", "C", "C", "C", "C", "C", "B", "H", "H", "H", "H", "H", "H", "H", "H", "H", "H", "H", "H", "H", "H", "H", "H", "H", "H", "H", "H", "H", "H", "H", "H", "H", "H", "H", "H", "H", "H", "H", "H", "H", "H", "H", "H", "H", "H", "H", "H", "H", "H", "H", "H", "H", "H", "H", "H", "H", "H", "H", "H", "H", "H", "H", "H", "H", "H"], "xyz": [[-0.657, -1.693, 3.420], [-0.487, 5.874, -6.357], [-0.574, -1.766, 0.293], [-0.573, 0.668, -9.223], [-2.785, 0.471, -9.358], [4.201, 1.927, -1.274], [-2.188, -3.337, -6.216], [5.527, 2.293, 0.482], [-2.369, -1.414, -5.072], [4.357, 0.760, 8.321], [-3.179, -5.046, -3.299], [-0.927, 3.884, -5.440], [1.294, 1.963, 4.854], [-3.193, -7.039, -2.301], [4.073, -1.238, 9.289], [-3.313, -2.657, 4.171], [1.373, 0.466, 6.631], [4.460, 1.956, 0.060], [-2.646, -3.725, -3.036], [2.822, 1.587, -1.508], [-0.581, 1.908, 6.311], [1.491, -1.931, 5.968], [0.270, 5.581, -4.151], [-4.406, -2.823, 5.028], [-0.455, 4.976, -5.338], [-2.911, -5.872, -2.266], [-2.650, -2.074, -6.031], [0.764, 1.476, 5.816], [-1.830, 1.154, -9.115], [-3.836, -2.986, -7.876], [-2.617, -3.822, -7.502], [1.870, -2.861, 4.804], [3.220, 1.535, 0.828], [2.159, -0.544, 5.901], [-2.221, -5.098, -1.158], [5.228, 2.005, 10.119], [-3.007, -1.468, 1.068], [-3.506, -1.656, -7.204], [-2.190, -1.967, 4.759], [0.263, 7.075, -4.473], [5.317, 0.517, 10.451], [4.510, -0.130, 9.337], [0.240, 7.062, -5.999], [0.380, 1.640, -8.752], [5.070, 1.973, 8.601], [2.371, 0.861, -0.248], [-0.333, 2.982, -8.864], [-1.786, 2.582, -8.614], [0.813, -3.059, 3.688], [-2.515, -3.643, -1.521], [-1.470, -1.661, 1.414], [2.763, 0.979, -2.407], [6.084, 2.593, 10.443], [-0.269, 7.918, -6.435], [-3.551, -2.415, 0.996], [-3.143, -0.897, 0.137], [-2.826, -4.885, -7.407], [1.280, 5.166, -4.126], [-3.475, -0.895, 1.875], [1.355, -3.105, 2.731], [1.850, -2.381, 6.903], [1.108, 7.626, -4.066], [-1.829, -2.585, 5.600], [0.362, -4.054, 3.801], [-1.687, -3.636, -3.545], [-0.243, 5.325, -3.229], [-1.154, -5.324, -1.194], [-4.091, -2.830, 6.081], [6.031, 1.933, 8.085], [-0.653, 7.528, -4.094], [-2.505, 3.196, -9.147], [-0.159, -0.894, 0.259], [-0.988, 2.687, 5.667], [1.954, 0.973, 7.291], [-1.794, -3.681, -8.207], [-2.615, -5.398, -0.191], [1.299, 0.933, -0.078], [2.814, -2.500, 4.380], [1.275, 1.564, -9.364], [-2.552, -1.014, 5.183], [2.086, -3.849, 5.229], [-0.024, -0.206, 3.672], [1.243, 6.992, -6.426], [-3.470, -3.345, -1.086], [-3.991, -2.919, -8.950], [2.746, 2.432, 1.230], [2.632, -0.195, -0.318], [-2.907, -1.007, -7.844], [0.633, 1.394, -7.720], [-2.024, 2.580, -7.549], [4.493, 2.806, 8.207], [0.409, -1.831, 6.078], [-4.382, -1.113, -6.859], [-1.251, 1.050, 6.359], [-5.137, -2.010, 4.902], [4.896, 0.254, 11.417], [-4.891, -3.780, 4.811], [0.044, 3.725, -8.166], [3.485, 0.879, 1.652], [-0.477, 2.302, 7.328], [-1.767, -2.932, -1.181], [-3.323, -2.983, -3.443], [3.109, -0.647, 6.433], [-4.731, -3.420, -7.428], [2.383, -0.235, 4.879], [2.266, 2.513, -1.672], [-0.227, 3.378, -9.876], [4.332, 2.431, 10.574], [6.339, 0.139, 10.390]], "mulliken_charge": [-0.231, -0.359, -0.852, -0.370, -0.648, -0.367, -0.355, -0.590, -0.620, -0.320, -0.355, -0.509, -0.568, -0.635, -0.547, -0.195, -0.226, 0.550, -0.412, -0.408, -1.107, -0.509, -0.373, -0.883, 0.454, 0.466, 0.575, 0.636, 0.593, -0.597, -0.445, -0.850, -0.335, -0.333, -0.441, -0.482, -1.029, 0.096, -0.723, -0.479, -0.495, 0.548, -0.412, -0.471, -0.455, -0.211, -0.215, -0.390, -0.819, 0.459, 0.646, 0.322, 0.341, 0.302, 0.212, 0.288, 0.347, 0.220, 0.281, 0.312, 0.326, 0.320, 0.371, 0.500, 0.194, 0.315, 0.285, 0.335, 0.263, 0.266, 0.384, 0.106, 0.330, 0.212, 0.244, 0.293, 0.212, 0.356, 0.297, 0.354, 0.280, -0.086, 0.262, 0.025, 0.328, 0.255, 0.250, -0.208, 0.279, 0.159, 0.311, 0.276, 0.373, 0.156, 0.277, 0.298, 0.223, 0.075, 0.160, 0.348, -0.062, 0.194, 0.409, 0.294, 0.143, 0.184, 0.295, 0.262, 0.254], "e_homo_ha": -0.1421, "charge": -1, "spin_multiplicity": 1, "lumo_energy_ev": 1.6}

=====

Record 2
{"formula": "C35H56FN3O9", "method": "ωB97M-V/def2-TZVPD", "symbols": ["F", "O", "O", "O", "O", "O", "O", "O", "O", "O", "N", "N", "N", "C", "C", "C", "C", "C", "C", "C", "C", "C", "C", "C", "C", "C", "C", "C", "C", "C", "C", "C", "C", "C", "C", "C", "C", "C", "C", "C", "C", "C", "C", "C", "C", "C", "C", "C", "H", "H", "H", "H", "H", "H", "H", "H", "H", "H", "H", "H", "H", "H", "H", "H", "H", "H", "H", "H", "H", "H", "H", "H", "H", "H", "H", "H", "H", "H", "H", "H", "H", "H", "H", "H", "H", "H", "H", "H", "H", "H", "H", "H", "H", "H", "H", "H", "H", "H", "H", "H", "H", "H", "H", "H"], "xyz": [[-3.154, 1.548, -1.305], [-2.269, 4.465, -2.362], [1.060, 7.578, -0.396], [-0.943, -3.917, 3.114], [8.395, -4.414, 3.909], [-1.973, -0.035, -5.428], [5.925, -0.481, 2.588], [-2.640, 5.555, -0.199], [-4.112, -2.767, 3.944], [-5.871, 0.400, -9.259], [-1.232, 3.312, -0.481], [1.626, 1.161, 1.210], [-0.769, 1.041, -0.049], [-7.381, 2.188, -9.734], [7.735, -5.393, 4.253], [3.613, -0.469, 1.014], [-2.082, -3.580, -0.092], [-2.454, -2.679, 1.246], [6.852, -6.123, 3.275], [-8.007, 0.213, -8.207], [7.778, -5.908, 5.667], [-4.407, -1.695, 4.470], [2.258, 7.981, -2.422], [0.127, 3.353, 0.210], [-4.825, -0.508, 3.643], [0.438, 1.761, 0.506], [-0.950, -4.717, 4.048], [-0.762, -1.337, -1.403], [-1.246, -2.928, -1.384], [8.194, -0.119, 1.938], [-2.068, 4.453, -1.015], [-4.365, -1.519, 5.964], [0.331, -5.261, 4.622], [-4.083, 0.449, -6.437], [7.547, -1.539, 3.984], [-1.138, -0.425, -0.078], [2.576, 0.670, 0.359], [2.867, 1.087, -1.190], [-1.962, -1.095, 1.205], [-1.854, 1.914, -0.680], [-6.986, 0.889, -9.083], [7.114, -0.694, 2.816], [1.054, 4.649, 0.591], [-3.505, 1.146, -4.028], [-3.086, 0.474, -5.309], [-2.241, -5.190, 4.662], [1.118, 8.190, -1.461], [0.050, 9.176, -1.855], [-7.620, 2.930, -8.969], [4.319, 0.098, 1.789], [-4.334, 1.470, -6.734], [1.876, 7.606, -3.375], [-3.647, -0.737, 6.226], [0.357, -6.348, 4.509], [-5.360, -1.262, 6.336], [7.183, -7.160, 3.179], [0.489, 10.169, -1.978], [-0.195, -0.868, -2.331], [6.780, -5.860, 6.110], [-1.060, -3.669, -2.299], [-5.840, -0.207, 3.911], [3.051, -1.357, 1.531], [-2.447, -4.698, -0.112], [1.950, 1.465, -1.807], [-7.583, -0.713, -7.804], [0.413, -4.985, 5.676], [-4.809, -0.782, 2.582], [3.796, 1.834, -1.254], [8.841, 0.537, 2.526], [-4.047, -2.457, 6.431], [8.778, -0.927, 1.490], [6.921, -5.641, 2.294], [-8.894, -0.035, -8.795], [-6.546, 2.561, -10.336], [1.181, -4.832, 4.081], [1.049, 5.507, -0.239], [-4.378, 0.639, -3.611], [2.952, 7.243, -2.007], [-4.128, 0.319, 3.801], [-2.686, 1.089, -3.303], [8.150, -6.936, 5.676], [8.102, -2.410, 3.628], [-2.274, -4.911, 5.719], [2.204, 4.365, 0.731], [-8.241, 2.027, -10.390], [-0.429, 8.854, -2.783], [4.313, -0.892, 0.174], [-3.644, -0.068, -7.297], [-2.203, -0.366, 2.090], [2.795, 8.921, -2.571], [-3.731, 2.199, -4.218], [3.245, 0.099, -1.743], [-3.083, -4.715, 4.148], [-4.982, -0.090, -6.127], [7.735, 0.468, 1.136], [-3.053, -3.136, 2.169], [-0.708, 9.223, -1.066], [-8.273, 0.867, -7.374], [5.813, -6.084, 3.612], [0.659, 5.186, 1.581], [8.455, -5.284, 6.259], [6.662, -1.886, 4.528], [8.165, -0.946, 4.663], [-2.330, -6.274, 4.552]], "mulliken_charge": [-0.200, -0.598, -0.593, -0.387, -0.592, -0.608, -0.576, -0.644, -0.549, -0.544, 0.364, -0.433, 0.690, -1.124, 0.875, -0.874, -0.448, 0.111, -1.099, -1.119, -1.137, 0.863, -1.134, 0.407, -1.201, -0.230, 0.824, -0.292, -0.576, -1.074, 0.194, -1.167, -1.182, -0.988, -0.981, -0.105, 0.824, -0.989, -0.224, 0.143, 0.877, 0.732, -0.703, -0.795, 0.719, -0.914, 0.898, -1.147, 0.315, 0.357, 0.310, 0.323, 0.340, 0.327, 0.360, 0.348, 0.365, 0.349, 0.324, 0.271, 0.422, 0.274, 0.290, 0.263, 0.273, 0.325, 0.268, 0.272, 0.327, 0.267, 0.311, 0.293, 0.387, 0.297, 0.281, 0.137, 0.374, 0.281, 0.315, -0.009, 0.348, 0.304, 0.280, 0.255, 0.341, 0.337, 0.246, 0.321, 0.263, 0.358, 0.363, 0.335, 0.156, 0.284, 0.284, 0.145, 0.290, 0.307, 0.300, 0.277, 0.294, 0.237, 0.380, 0.359], "e_homo_ha": -0.2775, "spin_multiplicity": 1, "lumo_energy_ev": 0.0}

=====

Record 3
{"formula": "C5H8O", "method": "ωB97M-V/def2-TZVPD", "symbols": ["O", "C", "C", "C", "C", "C", "H", "H", "H", "H", "H", "H", "H", "H"], "xyz": [[-1.597, -0.853, 1.469], [-0.331, -1.284, -0.406], [0.740, -0.603, 0.433], [-1.501, -1.385, 0.321], [1.074, 0.602, -0.185], [0.098, 1.588, -0.711], [-2.340, -1.981, -0.061], [0.390, 2.596, -0.387], [0.120, 1.603, -1.808], [-0.163, -1.603, -1.427], [2.128, 0.869, -0.313], [-0.067, -0.433, 1.308], [1.576, -1.199, 0.805], [-0.919, 1.353, -0.388]], "mulliken_charge": [-0.649, -0.753, -0.413, 0.018, 0.085, -1.007, 0.369, 0.364, 0.287, 0.367, 0.370, 0.276, 0.400, 0.287], "e_homo_ha": [-0.2835, -0.2834], "spin_multiplicity": 1, "lumo_energy_ev": [-0.9, -0.9]}